{"formula": "C3H5NO", "method": "the ωB97M-V functional and the def2-TZVPD basis", "species": ["C", "C", "N", "O", "C", "H", "H", "H", "H", "H"], "xyz": [[-0.65459, -0.49807, 0.05117], [-0.46020, 1.04993, 0.15025], [1.14842, 0.71690, -0.52869], [1.75745, -0.02124, 0.51740], [0.80993, -0.66679, -0.28998], [-1.04186, -1.10770, 0.88812], [-1.44692, -0.94333, -0.69893], [-1.01588, 1.74832, -0.44309], [-0.20562, 1.29101, 1.21010], [1.10927, -1.56902, -0.85636]], "forces_ev_per_angstrom": [[-1.9604, -0.9082, -0.2053], [3.2524, -2.2629, 0.7890], [-2.3576, 1.1210, -0.4711], [-0.8570, -0.6587, 0.9388], [-0.4325, -1.0238, -0.9289], [0.5638, 0.8454, 0.5032], [2.0594, 1.3952, 0.4209], [-0.1990, 0.1683, -0.1213], [-0.5072, 0.4442, -1.0542], [0.4381, 0.8795, 0.1289]], "lowdin_charge": [-0.1637, -0.0116, 0.0305, -0.0462, -0.3682, 0.0934, 0.1380, 0.0798, 0.1054, 0.1426], "charge": 0, "orbital_gap_ev": 10.6, "e_above_lowest_kcal_mol": 102.67, "homo_energy_ha": -0.351, "largest_force_ev_per_a": 4.0, "e_tot_ha": -247.143613}

{"formula": "C3H5NO", "method": "the ωB97M-V functional and the def2-TZVPD basis", "species": ["C", "O", "C", "C", "N", "H", "H", "H", "H", "H"], "xyz": [[0.37602, 0.15339, 1.26021], [1.02563, 0.24830, 0.00814], [0.15734, 0.25261, -1.08566], [-0.90592, -0.76895, -0.97126], [-1.73206, -1.55871, -0.79823], [1.13245, 0.34532, 2.02025], [-0.05577, -0.84659, 1.40987], [-0.43110, 0.89881, 1.36319], [0.75654, 0.04300, -1.97549], [-0.32312, 1.23282, -1.23102]], "forces_ev_per_angstrom": [[-0.2661, 0.0881, 0.3712], [0.1116, -0.0663, -0.0233], [-0.0600, 0.0659, -0.2964], [-0.7223, -0.7273, 0.1513], [0.7577, 0.7286, -0.2587], [-0.0585, -0.0458, -0.0721], [0.1115, 0.2153, -0.0110], [0.2201, -0.1295, -0.0708], [-0.0930, 0.0169, 0.0826], [-0.0010, -0.1460, 0.1271]], "lowdin_charge": [-0.1074, -0.1746, -0.2205, -0.1950, 0.1577, 0.0916, 0.0862, 0.0989, 0.1313, 0.1319], "charge": 0, "orbital_gap_ev": 11.6, "e_above_lowest_kcal_mol": 26.45, "homo_energy_ha": -0.396, "largest_force_ev_per_a": 1.1, "e_tot_ha": -247.265088}

{"formula": "C3H5NO", "method": "the ωB97M-V functional and the def2-TZVPD basis", "species": ["O", "C", "N", "C", "C", "H", "H", "H", "H", "H"], "xyz": [[2.10243, -0.08124, 0.04521], [0.86162, 0.23077, 0.02486], [-0.28022, -0.30318, -0.69900], [-1.25738, 0.84207, -0.02801], [-1.17514, -0.73700, 0.32329], [0.51857, 0.84850, 1.01519], [-0.97202, 1.42594, 0.89730], [-2.13894, 0.84794, -0.69634], [-0.92802, -1.04436, 1.35206], [-1.91210, -1.32084, 0.04223]], "forces_ev_per_angstrom": [[-5.7910, 1.2918, -1.6139], [5.6739, -1.8000, 3.9510], [1.3909, 3.4956, 1.7345], [-1.9485, -4.8302, -0.4206], [1.9886, 4.1150, 2.4875], [1.3103, -1.2015, -2.1605], [-0.6078, -0.2354, -2.1084], [0.6637, 1.2377, 0.6929], [0.8746, 0.5045, -0.5264], [-3.5546, -2.5774, -2.0361]], "lowdin_charge": [0.0025, -0.2848, 0.0020, -0.0428, -0.1766, 0.1380, 0.0978, 0.0982, 0.1222, 0.0436], "charge": 0, "orbital_gap_ev": 10.9, "e_above_lowest_kcal_mol": 98.03, "homo_energy_ha": -0.370, "largest_force_ev_per_a": 7.1, "e_tot_ha": -247.151020}

{"formula": "C3H5NO", "method": "the ωB97M-V functional and the def2-TZVPD basis", "species": ["O", "C", "N", "C", "C", "H", "H", "H", "H", "H"], "xyz": [[-1.81856, 1.61880, 0.64052], [-1.61648, 0.61203, -0.01626], [-0.27356, 0.17454, -0.17958], [0.64568, -0.90005, -0.28254], [1.15263, 0.32453, 0.20863], [-2.46542, -0.18372, -0.26229], [0.90998, -1.57074, 0.57602], [0.71874, -1.53857, -1.36741], [1.32869, 1.27629, -0.53580], [1.41830, 0.18689, 1.21872]], "forces_ev_per_angstrom": [[-0.5288, -0.6349, -1.4724], [1.2935, -1.3354, 2.8366], [-1.5232, -1.4720, 0.7136], [-0.6215, -4.9654, -3.8156], [-0.9221, 6.2667, -3.7871], [1.8324, 1.6214, -0.2503], [-1.5831, -0.3387, -0.7459], [0.3133, 2.2558, 2.9371], [1.2582, -2.5332, 2.3638], [0.4815, 1.1357, 1.2202]], "lowdin_charge": [0.0000, -0.2872, -0.0842, -0.2265, -0.1140, 0.1609, 0.1093, 0.1706, 0.1817, 0.0894], "charge": 0, "orbital_gap_ev": 10.2, "e_above_lowest_kcal_mol": 89.56, "homo_energy_ha": -0.343, "largest_force_ev_per_a": 7.4, "e_tot_ha": -247.164517}

{"formula": "C3H5NO", "method": "the ωB97M-V functional and the def2-TZVPD basis", "species": ["C", "C", "O", "H", "H", "C", "N", "H", "H", "H"], "xyz": [[0.12277, -0.46431, -1.71044], [-1.06621, -0.21406, -1.20707], [-2.17313, 0.03550, -0.91270], [0.89019, -0.92176, -1.10766], [0.23583, -0.33928, -2.78003], [0.59089, 0.70536, 1.42673], [-0.05171, -0.36655, 1.18734], [0.87258, 1.02113, 2.43087], [0.87754, 1.38571, 0.61459], [-0.29875, -0.84175, 2.05837]], "forces_ev_per_angstrom": [[-0.0247, -0.1154, -0.0954], [-1.2897, 0.1843, -0.0492], [1.3730, -0.2344, -0.2355], [-0.1001, 0.1379, -0.0436], [-0.0129, 0.0366, 0.1037], [-0.2880, -0.3198, -0.0649], [0.2715, 0.7103, 0.3737], [-0.0266, 0.0437, 0.0839], [-0.0597, -0.4142, 0.0438], [0.1574, -0.0290, -0.1165]], "lowdin_charge": [-0.0284, -0.3234, 0.1323, 0.0425, 0.0560, -0.0976, 0.0254, 0.0629, 0.0684, 0.0620], "charge": 0, "orbital_gap_ev": 9.8, "e_above_lowest_kcal_mol": 44.01, "homo_energy_ha": -0.324, "largest_force_ev_per_a": 1.4, "e_tot_ha": -247.237095}

{"formula": "C3H5NO", "method": "the ωB97M-V functional and the def2-TZVPD basis", "species": ["N", "C", "C", "C", "O", "H", "H", "H", "H", "H"], "xyz": [[-0.93022, -0.81193, 2.61368], [-0.83819, -0.65391, 1.47184], [-0.69577, -0.39930, 0.03700], [0.67002, 0.20971, -0.29484], [0.55695, 0.78291, -1.57890], [-0.85320, -1.32799, -0.52028], [-1.46924, 0.30904, -0.27622], [1.44271, -0.57231, -0.27105], [0.92851, 0.95746, 0.46633], [1.18842, 1.50632, -1.64756]], "forces_ev_per_angstrom": [[0.0988, 0.1076, -1.0874], [-0.0763, -0.1432, 0.9566], [-0.0400, 0.0103, -0.0414], [0.0229, -0.1595, 0.3685], [0.1443, 0.1887, -0.1199], [0.0128, 0.1299, 0.0825], [0.0709, -0.0900, 0.0922], [-0.1127, 0.1389, -0.0088], [-0.0767, -0.0672, -0.1493], [-0.0441, -0.1156, -0.0930]], "lowdin_charge": [0.1387, -0.2296, -0.1626, -0.2742, -0.0616, 0.1247, 0.1264, 0.1232, 0.1239, 0.0912], "charge": 0, "orbital_gap_ev": 11.7, "e_above_lowest_kcal_mol": 13.35, "homo_energy_ha": -0.407, "largest_force_ev_per_a": 1.1, "e_tot_ha": -247.285957}

{"formula": "C3H5NO", "method": "the ωB97M-V functional and the def2-TZVPD basis", "species": ["C", "C", "C", "H", "H", "H", "H", "H", "N", "O"], "xyz": [[-0.13286, -0.10188, 0.51100], [0.38877, 0.70770, -0.67335], [0.13887, 0.58311, -2.01660], [0.87197, 1.05693, 2.33463], [-0.11022, -0.56510, 2.36335], [0.96879, 1.45293, -0.13268], [0.62055, 1.03283, -2.80741], [-0.53415, -0.53208, -2.34908], [0.72218, -0.50833, 1.46299], [-1.15511, -0.75260, 0.42799]], "forces_ev_per_angstrom": [[-1.7965, -1.6757, -4.7359], [-0.3684, 0.6131, -0.2507], [-2.3975, -5.5853, 3.6162], [0.2109, -3.2449, -2.1839], [3.2849, -0.8548, -3.1436], [0.5814, 0.6280, -1.3116], [0.8456, 1.4052, -1.3133], [1.9963, 3.8745, 1.1012], [-1.1822, 4.4008, 8.3859], [-1.1747, 0.4392, -0.1643]], "lowdin_charge": [-0.7304, -0.1269, 0.0406, 0.2644, 0.1548, 0.0671, 0.0041, 0.1707, 0.1074, 0.0482], "charge": 0, "orbital_gap_ev": 8.4, "e_above_lowest_kcal_mol": 149.23, "homo_energy_ha": -0.366, "largest_force_ev_per_a": 9.5, "e_tot_ha": -247.069428}

{"formula": "C3H5NO", "method": "the ωB97M-V functional and the def2-TZVPD basis", "species": ["O", "C", "C", "N", "C", "H", "H", "H", "H", "H"], "xyz": [[0.42588, 2.00553, 0.83828], [0.16937, 0.94422, 0.34335], [-0.79831, -0.19874, 0.66232], [-0.23446, -0.96228, -0.47811], [0.66234, 0.15374, -0.87465], [-0.70659, -0.63852, 1.66325], [-1.84677, 0.07412, 0.49700], [0.27490, -1.78549, -0.17451], [1.73651, -0.05703, -0.93737], [0.35299, 0.61993, -1.81603]], "forces_ev_per_angstrom": [[-0.1087, -0.6315, -0.2892], [0.0852, 0.4920, 0.1925], [-0.1829, 0.0664, 0.1930], [0.0619, -0.2456, -0.0088], [0.1337, 0.1165, -0.1233], [0.0804, 0.0426, -0.1916], [0.1106, -0.0004, 0.0684], [-0.0430, 0.1929, -0.0560], [-0.1668, 0.0096, 0.1619], [0.0297, -0.0424, 0.0533]], "lowdin_charge": [0.1047, -0.3685, -0.1222, -0.0563, -0.1193, 0.1196, 0.1147, 0.0948, 0.1186, 0.1140], "charge": 0, "orbital_gap_ev": 10.6, "e_above_lowest_kcal_mol": 29.91, "homo_energy_ha": -0.354, "largest_force_ev_per_a": 0.7, "e_tot_ha": -247.259574}

{"formula": "C3H5NO", "method": "the ωB97M-V functional and the def2-TZVPD basis", "species": ["C", "C", "O", "C", "N", "H", "H", "H", "H", "H"], "xyz": [[1.07864, -0.17223, 0.56293], [-0.16787, 0.22147, -0.16583], [-0.11531, -0.24375, -1.47304], [-2.45684, -0.05981, 0.40517], [-1.32479, -0.37366, 0.55315], [1.15303, -1.26168, 0.54040], [0.99416, 0.16592, 1.59827], [1.94862, 0.27685, 0.08446], [-0.33375, 1.30668, -0.13930], [-0.85712, 0.12702, -1.97215]], "forces_ev_per_angstrom": [[0.1697, -0.0368, 0.0422], [0.3711, 0.1648, 0.2371], [-0.0946, 0.0256, -0.2015], [0.1103, -0.6955, 0.6858], [-1.1439, 0.9302, -0.9193], [0.1306, 0.1120, 0.0413], [0.1559, -0.0749, -0.1090], [0.0025, -0.0581, 0.0805], [0.1266, -0.2236, 0.0253], [0.1719, -0.1435, 0.1176]], "lowdin_charge": [-0.0453, -0.5156, -0.0028, 0.0527, -0.0031, 0.0908, 0.0872, 0.0861, 0.1432, 0.1069], "charge": 0, "orbital_gap_ev": 11.8, "e_above_lowest_kcal_mol": 39.37, "homo_energy_ha": -0.418, "largest_force_ev_per_a": 1.7, "e_tot_ha": -247.244501}

{"formula": "C3H5NO", "method": "the ωB97M-V functional and the def2-TZVPD basis", "species": ["C", "N", "C", "C", "O", "H", "H", "H", "H", "H"], "xyz": [[0.13068, -1.57741, 0.47913], [-0.35839, -0.74114, -0.32875], [-0.12089, 0.56247, 0.32974], [-0.11074, 1.26107, -1.00196], [-0.97839, 1.98629, -1.40107], [-0.07260, -1.52299, 1.55179], [0.91463, -2.22660, 0.12547], [0.91733, 0.57154, 0.70819], [-0.80208, 0.89067, 1.11648], [0.73480, 0.89207, -1.62662]], "forces_ev_per_angstrom": [[0.1432, -0.8233, -0.0103], [1.1701, -0.3803, 0.6614], [-0.3071, 0.7258, -0.1595], [-0.2440, 0.9143, -0.1416], [0.2331, 0.1114, -0.1163], [0.6404, 0.3067, 0.2952], [-0.6204, -1.6369, -0.1973], [-0.5082, 0.1477, 0.0552], [-0.3032, 0.1686, -0.3740], [-0.2038, 0.4658, -0.0126]], "lowdin_charge": [-0.0508, -0.0290, -0.1976, -0.3058, 0.0600, 0.0828, 0.0805, 0.1106, 0.1239, 0.1255], "charge": 0, "orbital_gap_ev": 9.5, "e_above_lowest_kcal_mol": 74.14, "homo_energy_ha": -0.348, "largest_force_ev_per_a": 1.8, "e_tot_ha": -247.189079}